{
  "formula": "C51H72BrN2OP2Ti",
  "method": "ωB97M-V/def2-TZVPD",
  "elements": ["H", "C", "H", "C", "C", "H", "C", "C", "H", "H", "C", "H", "C", "C", "H", "H", "H", "H", "C", "H", "H", "C", "C", "H", "C", "H", "C", "C", "C", "P", "H", "H", "H", "C", "H", "C", "C", "H", "H", "C", "C", "H", "H", "H", "C", "C", "H", "H", "H", "H", "H", "H", "H", "H", "H", "H", "C", "C", "H", "H", "H", "H", "H", "H", "H", "C", "Ti", "C", "C", "H", "C", "H", "C", "H", "H", "H", "C", "H", "H", "H", "P", "C", "C", "C", "H", "H", "H", "H", "C", "C", "H", "H", "C", "H", "H", "C", "N", "H", "C", "C", "H", "C", "C", "H", "O", "C", "H", "H", "H", "H", "H", "N", "H", "H", "C", "C", "C", "C", "Br", "H", "H", "H", "H", "C", "C", "H", "C", "C", "C", "H"],
  "positions_angstrom": [[-4.2576, 2.4441, 0.5782], [5.7975, 0.4726, 1.6339], [-5.2443, -2.7898, 0.8457], [4.0800, 2.2240, -1.9066], [2.3676, -2.8432, -2.7613], [3.5915, -5.2815, -4.6285], [6.0149, -0.7795, 1.0813], [-1.9456, 2.4650, 2.0062], [-2.1476, -1.0588, -4.8084], [2.0611, 1.0895, 2.3984], [0.7053, -2.5227, 2.7994], [-0.9043, -0.7816, -3.2188], [3.2757, -4.2411, -4.6422], [0.9763, -3.3657, 4.0436], [1.9393, -3.1517, 4.4899], [2.1219, 0.1219, 6.0482], [0.2036, -3.2471, 4.7953], [2.8132, -4.0591, -5.6128], [-2.5969, 0.0793, 0.2128], [-5.5245, -0.5243, -3.3246], [-1.1103, 1.7987, 2.2707], [-2.1592, 1.3161, -1.6676], [-1.0831, 3.6424, -0.0880], [-0.1228, -3.0254, 2.2898], [2.5676, 5.5381, 2.1941], [-3.7497, -1.7048, -4.6237], [3.2717, 4.1018, 0.3929], [-3.0243, 0.3297, -2.0547], [4.5378, 2.6755, -3.1376], [0.0564, -0.7558, 2.9360], [5.2426, -2.3110, -0.1998], [-3.3746, -2.0607, 3.7490], [1.7779, 2.1307, -4.9799], [1.4415, 3.4588, 1.8044], [-5.7038, 0.1217, 0.3568], [0.8109, 0.8151, -2.9198], [-3.4398, 0.1565, -3.5166], [-5.5269, -3.1018, -1.4225], [2.6884, 6.4455, 2.7619], [-2.9490, -1.2057, -4.0822], [1.9555, 1.6717, -2.8831], [-3.6673, 3.2228, -0.8874], [1.7131, -1.8958, 0.9722], [-1.9169, -3.0086, 3.9691], [-4.6486, -2.5071, -1.6561], [-1.5722, -0.8816, 3.8999], [-5.3126, 1.2323, -3.2680], [-4.4444, -1.4284, 1.5843], [-1.7604, 2.0935, -2.2968], [-2.2675, -2.2917, 2.3942], [0.6676, 2.7509, 2.0686], [-3.2044, 2.2459, -4.1028], [4.1485, -3.6002, -4.5568], [-5.1614, 0.3633, -4.7852], [4.1922, 5.9618, 0.8680], [6.5412, 0.9197, 2.2761], [2.3078, 3.1614, 0.7508], [-4.4934, -1.4021, -0.6049], [-2.1329, 0.0038, 3.5660], [4.0260, 3.1015, -5.1777], [3.9180, 3.9452, -0.4553], [-0.1115, 3.1802, -0.2946], [-3.6448, 4.0983, 0.6381], [-1.7869, 3.4365, 2.4677], [4.7752, 2.1655, -1.0821], [0.5111, -3.4100, -1.6229], [-0.1778, -0.0045, 0.1411], [1.1308, 0.2147, 4.1515], [3.4087, 5.2683, 1.1273], [-1.0382, 0.0666, 5.8122], [1.2380, -4.8654, -3.3157], [3.1700, -1.0701, -0.7398], [3.6843, 2.7126, -4.2304], [-0.5187, -5.2269, -2.1155], [5.5625, 2.9992, -3.2358], [3.1939, 0.3478, 3.5296], [1.5654, 4.6368, 2.5173], [-3.0931, 1.0984, -5.4217], [-2.8522, -0.1015, 1.2511], [-0.9428, 4.4658, 0.6060], [2.1658, 1.4868, -0.0229], [-3.3555, -0.4437, -0.8462], [0.3145, -4.5786, -2.3252], [1.9163, -2.5045, 1.8696], [-2.8648, 2.0619, 2.4270], [-6.6292, -1.1569, -0.4305], [1.1275, -5.7667, -3.8981], [-3.7840, -3.1685, -1.6253], [1.7152, -0.5770, 5.3196], [2.2815, 0.9320, 3.4556], [0.9980, -1.2007, 5.8344], [-4.7733, -2.1303, -2.6586], [3.9042, -0.6548, -0.0547], [3.1612, -2.1216, -2.9041], [2.4649, 1.8963, 3.9227], [-1.5154, -0.8292, 5.4278], [1.4935, -2.5539, -1.8009], [0.4038, 0.6560, -3.9232], [-3.5051, 3.1219, 0.1824], [2.4162, 2.1823, -4.1106], [-1.0239, -1.7024, 5.8470], [5.0700, -1.3395, 0.2329], [2.2936, -3.9844, -3.5588], [-5.8859, 0.1184, -1.3911], [-0.5969, -0.8508, -2.2830], [-2.3263, -2.1363, 3.4699], [0.9839, -4.4149, 3.7498], [0.8908, 4.8492, 3.3321], [2.7906, -2.0934, 2.3707], [-1.4639, 4.0672, -1.0127], [2.1575, -3.5180, 1.5538], [0.3528, 0.0976, -1.9567], [-3.4915, -2.7180, 0.8071], [2.5369, -1.1982, 4.9776], [-2.8178, 1.2690, -4.3834], [-5.7583, -0.5142, -0.5238], [3.6739, 0.5936, 0.5221], [4.6236, 1.1583, 1.3677], [-0.7706, -2.8711, -0.2748], [6.9217, -1.3152, 1.3092], [-2.5393, -0.8296, 5.7996], [-1.7291, 1.2964, -4.3307], [4.4514, 2.1286, 1.8110], [-1.8728, 1.2750, -0.2272], [-2.0797, 2.6202, 0.4850], [-2.6093, -1.8874, -3.3049], [-4.3958, -2.1179, 0.7470], [2.7658, 1.8016, -1.7374], [-4.9566, 0.3085, -3.7194], [0.4303, 0.9706, 4.5317]],
  "forces_ev_per_a": [[-0.1, -0.1, 0.1], [0.0, 0.0, 0.0], [-0.1, -0.1, 0.0], [-0.1, -0.2, 0.0], [0.0, -0.2, -0.1], [0.1, 0.0, 0.0], [0.0, 0.0, 0.0], [0.1, -0.1, -0.3], [0.2, 0.0, -0.1], [0.2, 0.1, 0.4], [-0.2, 0.3, -0.3], [0.2, 0.2, 0.5], [0.1, -0.1, -0.3], [-0.1, 0.1, 0.1], [0.1, 0.1, 0.1], [0.0, 0.1, 0.0], [0.0, 0.0, 0.2], [0.0, 0.0, -0.1], [0.9, 0.1, 0.7], [-0.1, 0.0, 0.0], [-0.1, 0.1, 0.1], [-0.7, -0.5, -0.6], [-0.1, -0.3, -0.1], [0.1, 0.2, 0.0], [0.0, -0.1, -0.1], [0.0, -0.1, -0.1], [0.0, -0.1, -0.1], [0.5, 1.0, -0.5], [-0.2, 0.0, -0.1], [0.2, -0.7, 1.2], [0.1, -0.2, -0.1], [-0.1, 0.0, 0.0], [-0.1, -0.1, -0.1], [0.1, -0.1, -0.1], [0.0, 0.1, 0.1], [0.0, -0.2, -0.2], [-0.1, 0.1, -0.2], [-0.1, 0.0, 0.1], [0.0, 0.1, 0.1], [-0.1, 0.1, 0.1], [0.7, 0.6, 0.3], [0.0, 0.1, -0.1], [0.2, -0.2, 0.1], [0.0, -0.2, 0.0], [0.1, 0.2, 0.0], [0.0, 0.2, -0.5], [-0.1, 0.1, 0.0], [0.1, 0.1, 0.1], [0.1, 0.0, -0.1], [-0.1, -0.1, 0.0], [0.0, 0.1, 0.1], [0.0, 0.2, 0.0], [0.1, 0.0, 0.0], [0.0, 0.0, -0.1], [0.0, 0.1, -0.1], [0.1, 0.0, 0.1], [-0.5, -0.3, 0.0], [-0.1, -0.3, 0.2], [0.1, -0.1, 0.0], [0.0, 0.0, -0.1], [0.0, 0.1, 0.1], [-0.1, 0.2, 0.0], [0.0, 0.1, 0.1], [0.1, 0.0, 0.1], [0.0, 0.1, 0.0], [0.5, 0.5, 0.0], [-1.2, -0.2, -1.0], [-0.1, 0.2, -0.6], [0.1, 0.0, 0.0], [0.1, 0.0, 0.1], [0.2, 0.3, 0.1], [0.1, -0.1, 0.0], [0.1, 0.1, 0.1], [-0.1, -0.1, 0.0], [0.1, 0.0, 0.0], [0.1, -0.1, -0.1], [0.0, 0.0, 0.0], [0.0, 0.0, -0.1], [0.0, -0.1, -0.1], [0.1, 0.1, 0.0], [1.2, 0.6, 0.0], [0.0, 0.0, 0.3], [-0.2, 0.1, 0.2], [-0.3, 0.2, 0.0], [0.0, -0.2, 0.1], [-0.1, -0.1, 0.0], [0.0, -0.1, -0.1], [0.1, -0.1, -0.1], [-0.3, -0.1, 0.1], [-0.2, -0.1, -0.1], [0.0, -0.1, 0.1], [0.0, 0.0, -0.1], [-0.1, 0.2, 0.0], [0.2, 0.0, 0.0], [0.1, 0.1, 0.0], [0.1, 0.1, -0.1], [-0.4, -0.4, 0.3], [-0.1, -0.1, 0.2], [0.2, -0.2, 0.0], [-0.3, -0.3, 0.2], [0.0, -0.1, 0.0], [0.0, -0.1, 0.0], [-0.3, 0.0, 0.2], [-0.1, 0.1, -0.1], [0.0, -0.1, -0.6], [0.1, 0.2, -0.1], [0.0, 0.0, -0.1], [-0.1, 0.0, 0.1], [0.1, 0.1, 0.0], [0.0, 0.0, -0.2], [0.1, -0.1, -0.1], [-0.1, 0.0, 0.0], [0.0, -0.1, 0.1], [0.1, -0.1, 0.0], [-0.2, -0.1, 0.2], [0.1, 0.2, -0.1], [-0.3, -0.2, 0.1], [-0.2, 0.0, -0.1], [0.0, -0.1, 0.2], [0.1, -0.1, 0.0], [-0.1, 0.0, 0.0], [0.1, 0.0, 0.0], [0.0, 0.1, 0.1], [-0.4, -0.3, 0.8], [0.1, 0.2, 0.1], [0.0, -0.2, 0.0], [0.1, 0.1, -0.2], [-0.4, -0.2, -0.2], [0.1, 0.0, 0.0], [0.0, -0.1, -0.1]],
  "total_charge": 3,
  "energy_ev": -170792.0339,
  "gap_ha": [0.2388, 0.2378],
  "lumo_energy_ev": [-9.65, -9.68]
}